C4H6N2O | ωB97M-V/def2-TZVPD

Element x y z (Å)
C -0.14 -1.96 0.60
O -0.63 -1.11 -1.48
C -0.28 -0.07 -0.89
C -0.15 1.28 -1.22
N 0.29 1.92 -0.07
C 0.43 1.04 0.93
N 0.08 -0.22 0.45
H 0.51 -2.54 -0.09
H -1.17 -2.31 0.39
H 0.13 -2.09 1.63
H -0.33 1.78 -2.15
H 0.48 2.92 -0.02
H 0.77 1.36 1.91

Total charge = 0
Multiplicity = 1
Largest force on an atom = 1.591 eV Å⁻¹
Kohn-Sham gap = 7.88 eV

natural (NBO) population analysis, charges in e, atoms 1 to 8:
1 C -0.31
2 O -0.73
3 C 0.50
4 C -0.27
5 N -0.46
6 C 0.16
7 N -0.41
8 H 0.24

C14H21FN2O | ωB97M-V/def2-TZVPD

Element x y z (Å)
C -1.57 -2.76 -1.18
C -1.42 -1.76 -0.04
O -2.36 -2.04 0.98
C -1.48 -0.30 -0.56
C -2.88 0.34 -0.44
N -3.26 0.73 0.90
C -2.23 1.56 1.50
C -0.87 0.85 1.47
N -0.46 0.50 0.12
C 0.05 1.61 -0.67
C 1.22 1.14 -1.56
C 2.33 0.61 -0.70
C 3.29 1.47 -0.17
C 4.28 0.99 0.67
C 4.34 -0.35 1.00
C 3.37 -1.19 0.47
F 3.41 -2.51 0.78
C 2.38 -0.73 -0.37
H -2.51 -2.59 -1.71
H -0.75 -2.66 -1.89
H -1.56 -3.77 -0.79
H -0.44 -1.90 0.44
H -3.22 -2.20 0.57
H -1.21 -0.33 -1.62
H -2.91 1.25 -1.06
H -3.64 -0.34 -0.84
H -3.36 -0.10 1.48
H -2.18 2.50 0.93
H -2.52 1.79 2.53
H -0.95 -0.09 2.03
H -0.09 1.46 1.92
H -0.72 2.07 -1.32
H 0.42 2.38 0.01
H 1.57 1.99 -2.15
H 0.87 0.36 -2.24
H 3.26 2.52 -0.43
H 5.02 1.67 1.06
H 5.10 -0.74 1.65
H 1.65 -1.43 -0.76

Total charge = 0
Structure (SMILES) = C[C@H](O)[C@H]1CNCCN1CCc1cccc(F)c1
Multiplicity = 1
Largest force on an atom = 0.695 eV Å⁻¹
Kohn-Sham gap = 8.45 eV

natural (NBO) population analysis, charges in e, atoms 1 to 8:
1 C -0.64
2 C 0.10
3 O -0.72
4 C -0.08
5 C -0.25
6 N -0.63
7 C -0.24
8 C -0.23